[1]
The following is a DFT calculation (the ωB97M-V functional and the def2-TZVPD basis) of one molecule with the formula C5H12N2 in a non-equilibrium geometry.

Structure (XYZ):
```
19
Properties=species:S:1:pos:R:3:nbo_charge:R:1
C -1.30011 0.49032 -1.12161 -0.23
C 0.10925 0.98753 -0.83720 -0.46
C 0.66702 0.33266 0.43865 0.21
C 0.94386 1.12984 1.47290 -0.46
C 1.35762 -2.02623 0.03605 -0.41
N 0.38032 -1.04367 0.57354 -0.64
N -2.17737 0.45412 0.09601 -0.81
H -1.14641 -0.53236 -1.47611 0.19
H -1.92175 0.95801 -1.89653 0.18
H 0.14875 2.07303 -0.70611 0.21
H 0.85090 0.78839 -1.62328 0.21
H 1.11400 2.19513 1.42122 0.20
H 1.38633 0.66422 2.35640 0.18
H 1.77857 -1.59855 -0.87463 0.20
H 2.21708 -2.00896 0.71831 0.18
H 0.88649 -2.99262 -0.08166 0.20
H 0.20371 -1.25857 1.54274 0.37
H -2.48763 1.41624 0.19699 0.34
H -3.01061 -0.02853 -0.23568 0.35
```

Summary:
ΔE to the lowest compared entry with this formula, charge and spin: 180.7 kJ/mol
Gap between HOMO and LUMO: 9.386 eV
Charge: 0
SMILES: C=C(CCN)NC



[2]
The following is a DFT calculation (the ωB97M-V functional and the def2-TZVPD basis) of C7H18BrIO4Si2 as an isolated structure in a non-equilibrium geometry.

Structure (XYZ):
```
33
Properties=species:S:1:pos:R:3:nbo_charge:R:1
C 0.78850 1.39648 1.89384 -0.66
C 0.37346 0.12248 0.94715 -0.34
I 2.05037 -0.94866 0.03768 0.10
C -0.78602 0.58401 -0.16596 -0.92
Si -2.46670 0.54405 0.79010 1.66
C -3.26307 -1.20440 0.92490 -1.02
C -2.49176 -2.21302 2.00644 0.77
O -2.20510 -3.45790 1.54208 -0.57
O -2.08148 -1.82633 3.36538 -0.69
O -3.63224 1.65050 0.07916 -1.19
Si -4.57678 2.40324 1.39790 1.28
Br -6.79306 1.75621 1.39573 -0.34
H 0.69572 2.44954 1.36475 0.22
H 1.87203 1.21453 2.33934 0.24
H 0.05674 1.40516 2.81060 0.22
H -0.19278 -0.65312 1.65443 0.22
H -0.76466 -0.06484 -1.14224 0.27
H -0.60748 1.70826 -0.50646 0.25
H -2.18808 1.02922 2.14656 -0.23
H -3.24052 -1.74188 -0.13306 0.30
H -4.37948 -1.13632 1.31825 0.28
H -2.59781 -0.99421 3.60845 0.49
H -4.59710 3.86149 1.13601 -0.17
H -4.03516 2.07122 2.70833 -0.19
C 4.38679 -0.76569 -4.14937 -0.63
C 5.69059 -0.90099 -3.39043 -0.06
O 5.46920 -0.68889 -2.00402 -0.72
H 3.95350 0.22802 -3.99556 0.21
H 4.54105 -0.92200 -5.22073 0.21
H 3.65168 -1.49278 -3.78916 0.20
H 6.41481 -0.15843 -3.73814 0.18
H 6.12366 -1.89639 -3.52868 0.15
H 4.83118 -1.35858 -1.70326 0.46
```

Summary:
Gap between HOMO and LUMO: 9.616 eV
Charge: 0



[3]
The following is a DFT calculation (the ωB97M-V functional and the def2-TZVPD basis) of a 2-piece molecular cluster, C14H16 overall in a non-equilibrium geometry.

Structure (XYZ):
```
30
Properties=species:S:1:pos:R:3:nbo_charge:R:1
C 3.20335 -2.90246 2.29534 -0.63
C 2.78176 -1.38216 -1.05239 -0.24
C 1.41326 -1.18054 -1.08572 -0.20
C 3.39778 -2.05723 -0.04963 -0.20
C 2.58991 -2.42935 1.04572 -0.02
C 0.57519 -1.97552 -0.33933 -0.23
C 1.27426 -2.73271 0.69703 -0.19
H 3.28313 -1.07226 -1.96476 0.21
H 1.06594 -0.41109 -1.90962 0.21
H 4.44924 -2.35774 -0.10132 0.22
H -0.50935 -1.87898 -0.29001 0.21
H 3.10813 -2.22050 3.13542 0.23
H 4.22123 -3.33369 2.22159 0.22
H 0.69196 -3.39817 1.25683 0.20
H 2.66539 -3.91212 2.69502 0.21
C -3.21901 3.58484 1.25956 -0.64
C -1.67355 0.53394 -0.18882 -0.18
C -1.33402 0.97099 -1.44045 -0.25
C -2.36224 1.39195 0.66252 -0.21
C -2.71271 2.69708 0.22684 -0.03
C -1.64165 2.22861 -1.84488 -0.19
C -2.26845 3.15244 -1.02208 -0.21
H -1.32387 -0.49050 0.11855 0.21
H -0.86583 0.50957 -2.26730 0.22
H -2.75975 1.04155 1.60208 0.21
H -1.40103 2.52146 -2.81454 0.20
H -3.14946 3.15443 2.27735 0.22
H -4.33704 3.67134 1.22075 0.22
H -2.65700 4.20897 -1.42786 0.21
H -2.62491 4.56846 1.26566 0.23
```

Summary:
ΔE to the lowest compared entry with this formula, charge and spin: 265.0 kJ/mol
Gap between HOMO and LUMO: 9.741 eV
Charge: 0
SMILES: Cc1ccccc1.Cc1ccccc1